DFT (the ωB97M-V functional and the def2-TZVPD basis) results for C8H34AgO17P as an isolated structure in a non-equilibrium geometry.

As for the spin multiplicity: 2. The energy above the lowest of the compared OMol25 structures with the same formula, charge and spin comes out at 1.769 eV. The electronic energy comes out at -56943.7384 eV. As for the net charge: -1. The value obtained for the HOMO-LUMO gap (spin up / spin down) is 0.238 / 0.158 hartree. For the HOMO energy (spin up / spin down), the calculation gives -6.27 / -6.26 eV. As for the expectation value of S²: 0.761.

Geometry (Å):
1 Ag 2.16042 -1.38507 1.99263
2 P 0.06408 -0.38743 0.45728
3 O -0.11556 0.73781 -0.64721
4 O -3.12350 -0.30956 -1.32921
5 O -2.05416 2.38075 0.13597
6 O 3.67108 -0.04080 0.90393
7 O 0.44420 -0.64594 -3.03860
8 O -1.46565 -3.32770 2.26122
9 O -0.73013 -1.03188 4.16923
10 O -1.38180 -1.00291 0.70052
11 O 0.72293 0.13316 1.74245
12 O 0.62002 3.03317 0.86948
13 O 1.22788 -3.99400 -0.53351
14 O 1.68430 0.95234 4.05125
15 O -0.99417 2.07428 -2.61210
16 O 2.67474 -1.94546 -1.80527
17 O 2.34209 1.54808 -0.99000
18 O 1.12086 -1.49553 0.09888
19 O -3.79160 -1.23605 1.52916
20 C -2.06588 2.90120 -2.22750
21 C 2.57929 -4.25151 -0.91721
22 C -4.34374 -0.01617 -0.59640
23 C -4.66554 -1.11222 0.41011
24 C 2.32914 2.97900 -0.71272
25 C 2.83401 -3.33543 -2.09013
26 C 1.93044 3.42245 0.71527
27 C -1.99513 3.44550 -0.83822
28 H 1.94274 4.50844 0.80808
29 H 1.25046 -1.13461 -2.87320
30 H -4.18750 0.91392 -0.04995
31 H -1.34234 1.78168 -0.10075
32 H -0.79664 1.54685 -1.83467
33 H -2.92438 -1.20703 1.11844
34 H -5.67915 -0.92060 0.76221
35 H 1.59712 3.39540 -1.40470
36 H -4.73441 -2.07049 -0.10475
37 H -0.21678 -1.41603 4.87997
38 H -1.50840 -2.62832 1.60911
39 H -2.83490 4.12073 -0.67400
40 H 3.90897 -3.38180 -2.26454
41 H 1.98977 -1.88388 -1.13547
42 H 1.11446 -3.06557 -0.31724
43 H 0.43521 2.11691 0.65061
44 H -0.55913 -3.31443 2.56829
45 H 0.26348 -0.19490 -2.21389
46 H 2.68960 -5.29121 -1.22538
47 H 1.43537 1.24378 -0.90720
48 H -3.04097 2.41747 -2.28480
49 H -0.37386 -1.42858 3.37429
50 H -1.13907 4.07456 -0.59422
51 H 2.31783 -3.69048 -2.98208
52 H 4.61065 0.11223 0.80382
53 H -5.17671 0.07168 -1.29394
54 H 2.69622 3.03546 1.38752
55 H 1.10553 0.92202 3.28945
56 H 3.22449 -3.87773 -0.12217
57 H -2.09019 3.67666 -2.99312
58 H 2.06893 0.07693 4.09541
59 H -2.35078 -0.17458 -0.77578
60 H 3.28436 0.30683 0.10029
61 H 3.34135 3.26862 -0.99496

Results of the natural (NBO) charge analysis, in e, for atoms 1 through 2:
1. Ag 1.06
2. P 2.54